Entry 1:
DFT (the ωB97M-V functional and the def2-TZVPD basis) results for the molecule C4H5N3 at a distorted geometry.

The geometry in XYZ format:
```
12
Properties=species:S:1:pos:R:3:forces:R:3
N -2.2789 0.1362 0.0601 -0.18 -0.05 0.00
C -0.9466 0.0826 -0.1537 0.17 0.26 -0.15
N -0.1502 1.0492 0.1223 -0.07 -0.42 0.03
C 1.2471 0.7146 0.1828 0.63 -0.27 -1.00
C 1.4941 -0.7088 0.4665 0.18 -0.66 0.85
C 0.6620 -1.4555 -0.3563 -0.62 0.35 0.55
N -0.4574 -1.0934 -0.8231 0.44 -0.09 0.19
H -2.8663 -0.4793 -0.4759 0.02 0.05 0.01
H -2.6562 1.0145 0.3783 0.02 -0.11 -0.09
H 1.8598 1.5348 0.5682 -0.09 -0.61 0.36
H 2.3793 -1.0543 0.9634 -0.05 -0.36 0.41
H 1.7625 0.3868 -0.7637 -0.46 1.92 -1.15
```
Positions in Å, forces in eV/Å.

Results
orbital gap (alpha / beta) = 7.59 / 7.56 eV
net charge = 0
strongest force on any atom = 0.0444 hartree/bohr
electronic energy = -319.5434 Ha
highest occupied orbital energy (alpha / beta) = -8.06 / -8.31 eV

Results of the Löwdin charge analysis, in e, for atoms 1 through 4:
1. N 0.146
2. C -0.500
3. N 0.096
4. C -0.252

=====

Entry 2:
DFT (the ωB97M-V functional and the def2-TZVPD basis) results for the molecule C4H5N3 at a distorted geometry.

The geometry in XYZ format:
```
12
Properties=species:S:1:pos:R:3:forces:R:3
C -1.4084 -0.0148 1.8490 -3.04 -1.57 5.84
C -0.6158 -0.0615 0.8419 2.85 -0.18 -2.43
C 0.3938 -1.1039 0.4876 -1.59 0.16 -0.88
C 0.0962 1.0410 -1.1133 -0.02 0.78 2.79
H -1.8978 0.9105 2.2318 0.30 -0.72 -1.07
H -1.6191 -0.8972 2.6391 0.95 1.81 -2.21
H 0.3783 -2.0427 1.1050 0.84 1.00 -0.68
H 1.8675 0.2299 -1.9904 -2.76 -0.24 0.80
H 0.1326 1.9279 -1.7163 -0.26 0.42 -0.26
N 1.0962 -1.0068 -0.5847 0.33 -0.84 -0.30
N 0.8886 0.0299 -1.5570 2.30 -1.62 1.28
N -0.5071 1.0779 0.0474 0.10 1.00 -2.89
```
Positions in Å, forces in eV/Å.

Results
orbital gap = 9.22 eV
net charge = 0
strongest force on any atom = 0.1317 hartree/bohr
electronic energy = -319.5915 Ha
highest occupied orbital energy = -8.39 eV

Results of the Löwdin charge analysis, in e, for atoms 1 through 4:
1. C 0.013
2. C -0.426
3. C -0.091
4. C -0.194

=====

Entry 3:
DFT (the ωB97M-V functional and the def2-TZVPD basis) results for the molecule C4H5N3 at a distorted geometry.

The geometry in XYZ format:
```
12
Properties=species:S:1:pos:R:3:forces:R:3
C -0.7362 0.0853 0.0287 0.15 -0.41 -0.99
C -0.1427 1.3408 -0.0790 -0.50 0.46 0.06
C 1.8147 0.0541 0.1070 0.21 3.31 -1.10
C 1.2165 -1.1450 -0.1563 4.18 -0.04 2.42
H -2.7356 0.3194 -0.4588 1.01 0.37 0.82
H -2.2662 -1.1200 -0.0294 0.28 -0.72 0.38
H -0.8037 2.3208 -0.0466 1.89 -1.92 -0.35
H 2.7456 0.1716 0.5769 1.67 0.01 -0.28
H 1.8205 -2.1363 -0.0215 -1.54 1.66 -0.73
N -2.0640 -0.1610 0.1687 -3.20 0.69 -0.55
N 1.1783 1.2899 -0.0533 0.72 -0.92 1.31
N -0.0273 -1.0195 -0.0364 -4.89 -2.49 -0.98
```
Positions in Å, forces in eV/Å.

Results
orbital gap = 9.21 eV
net charge = 0
strongest force on any atom = 0.1084 hartree/bohr
electronic energy = -319.6274 Ha
highest occupied orbital energy = -8.38 eV

Results of the Löwdin charge analysis, in e, for atoms 1 through 4:
1. C -0.422
2. C -0.096
3. C -0.127
4. C -0.165

=====

Entry 4:
DFT (the ωB97M-V functional and the def2-TZVPD basis) results for a cluster of 2 separate species, C4H5N3 in total.

The geometry in XYZ format:
```
12
Properties=species:S:1:pos:R:3:forces:R:3
N 1.9399 -1.2743 0.8502 -0.10 0.61 -0.48
C 1.8123 -0.4119 0.0927 0.11 -0.72 0.62
C 1.6815 0.6460 -0.8917 -0.03 0.37 -0.12
C -1.3807 -1.3643 0.0093 -0.02 -0.02 0.02
N -1.4930 -0.1704 0.4130 -0.05 0.56 0.24
C -1.4507 1.0038 0.7821 -0.13 -0.66 -0.02
N 1.0736 1.7384 -0.7131 0.17 -0.12 0.03
H 2.1728 0.4606 -1.8412 0.05 -0.10 -0.06
H -1.8100 -1.6498 -0.9444 0.06 0.05 0.08
H -0.8694 -2.0829 0.6415 -0.05 0.07 -0.12
H -2.3027 1.3198 1.3951 0.05 -0.04 -0.07
H 0.6265 1.7851 0.2066 -0.06 0.00 -0.10
```
Positions in Å, forces in eV/Å.

Results
orbital gap = 8.97 eV
net charge = 0
strongest force on any atom = 0.0186 hartree/bohr
electronic energy = -319.5500 Ha
highest occupied orbital energy = -8.72 eV

Results of the Löwdin charge analysis, in e, for atoms 1 through 4:
1. N 0.154
2. C -0.213
3. C -0.253
4. C -0.026

=====

Entry 5:
DFT (the ωB97M-V functional and the def2-TZVPD basis) results for the molecule C4H5N3 at a distorted geometry.

The geometry in XYZ format:
```
12
Properties=species:S:1:pos:R:3:forces:R:3
N 2.1874 -0.9090 1.7568 -0.74 0.43 -1.19
C 1.5714 -0.5962 0.8255 0.09 -0.41 0.61
C 0.7722 -0.1697 -0.3841 -0.43 0.00 -0.32
C -0.5798 -0.9898 -0.5069 -1.13 0.08 0.46
N -1.5438 -0.1880 0.2630 -0.29 0.37 1.97
C -1.1058 0.9937 0.2355 0.05 0.56 0.59
N 0.2045 1.1642 -0.2181 -0.04 0.18 -0.32
H 1.4682 -0.2019 -1.2316 -0.40 -0.14 0.06
H -1.5362 -0.8069 -1.1471 2.88 -1.30 -2.16
H -0.4609 -2.0408 -0.2249 -0.29 0.36 0.08
H -1.7399 1.8573 0.4181 0.30 -0.04 0.31
H 0.7628 1.8874 0.2139 -0.03 -0.10 -0.10
```
Positions in Å, forces in eV/Å.

Results
orbital gap = 9.94 eV
net charge = 0
strongest force on any atom = 0.0745 hartree/bohr
electronic energy = -319.5997 Ha
highest occupied orbital energy = -9.18 eV

Results of the Löwdin charge analysis, in e, for atoms 1 through 4:
1. N 0.145
2. C -0.163
3. C -0.266
4. C -0.136

=====

Entry 6:
DFT (the ωB97M-V functional and the def2-TZVPD basis) results for a structure of composition C4H5N3 at a distorted geometry.

The geometry in XYZ format:
```
12
Properties=species:S:1:pos:R:3:forces:R:3
C -1.0355 0.1342 -0.2575 5.10 -1.82 -1.33
C -1.9567 -0.8702 -0.3666 -0.93 1.36 0.63
C 1.8117 0.1544 0.5881 0.23 0.03 0.18
C 1.1089 -0.2257 -0.6625 -3.92 1.41 0.86
N -3.2071 -0.7397 -0.0725 -0.34 -2.59 -0.79
N -3.1191 0.5032 0.2871 -0.86 1.66 0.72
N -1.8487 1.0511 0.1963 0.55 0.30 -0.01
H 2.8619 0.3530 0.3554 0.06 -0.08 0.02
H 1.7656 -0.6324 1.3368 -0.02 0.03 0.05
H 1.4041 1.0727 1.0081 0.02 -0.03 -0.04
H 1.0275 -1.2654 -0.9254 0.01 -0.20 -0.11
H 1.1874 0.4649 -1.4874 0.10 -0.07 -0.18
```
Positions in Å, forces in eV/Å.

Results
orbital gap (alpha / beta) = 7.72 / 7.72 eV
net charge = 0
strongest force on any atom = 0.1084 hartree/bohr
electronic energy = -319.3804 Ha
highest occupied orbital energy (alpha / beta) = -9.92 / -9.92 eV

Results of the Löwdin charge analysis, in e, for atoms 1 through 4:
1. C -0.183
2. C 0.027
3. C -0.157
4. C -0.005

=====

Entry 7:
DFT (the ωB97M-V functional and the def2-TZVPD basis) results for a cluster of 2 separate species, C4H5N3 in total.

The geometry in XYZ format:
```
12
Properties=species:S:1:pos:R:3:forces:R:3
C 0.8587 -1.0263 -0.7525 0.27 -0.37 -0.09
N -1.8250 0.5857 0.8725 0.21 -0.03 -0.11
C -0.4389 -0.7142 -0.5822 -0.10 0.03 0.03
C -0.8116 0.5201 0.0219 -0.20 0.05 0.18
N 1.8268 -1.7340 -0.8807 -0.23 0.32 0.11
C 1.4805 0.9268 0.4870 0.21 0.20 0.16
N 2.2513 1.6410 0.9850 -0.26 -0.22 -0.16
H 2.6364 -1.4839 -1.4337 -0.09 0.01 0.00
H -2.1589 1.4752 1.2086 0.06 -0.06 -0.05
H -2.1538 -0.2414 1.3477 0.04 0.04 -0.07
H -1.1989 -1.4145 -0.9127 0.07 0.05 0.00
H -0.4666 1.4655 -0.3609 -0.01 -0.01 0.02
```
Positions in Å, forces in eV/Å.

Results
orbital gap = 9.16 eV
net charge = 0
strongest force on any atom = 0.0092 hartree/bohr
electronic energy = -319.5528 Ha
highest occupied orbital energy = -9.18 eV

Results of the Löwdin charge analysis, in e, for atoms 1 through 4:
1. C -0.235
2. N 0.159
3. C -0.125
4. C -0.215

=====

Entry 8:
DFT (the ωB97M-V functional and the def2-TZVPD basis) results for the molecule C4H5N3O at a distorted geometry.

The geometry in XYZ format:
```
13
Properties=species:S:1:pos:R:3:forces:R:3
C -1.4183 -0.9302 -0.2203 -0.50 2.02 -0.98
C 1.6854 -0.2947 0.4704 -2.50 -4.97 2.89
C 1.4265 0.8302 -0.2664 -5.29 3.54 -0.71
C -1.6198 0.4330 0.4341 2.09 0.37 -1.06
H -1.7236 -1.6112 0.4922 -1.18 -1.83 1.38
H -2.0436 -0.9657 -1.1674 0.77 -0.24 1.12
H 2.3743 -0.4045 1.3201 0.15 0.07 -0.83
H 1.9745 1.1048 -1.0411 3.61 1.02 -2.97
H -2.4367 0.5901 1.1005 -0.73 -0.08 0.27
N 0.8770 -1.3461 0.3833 1.14 1.57 1.09
N 0.2990 1.4782 -0.4983 -0.04 -1.20 1.45
N -0.8351 1.4382 0.3347 1.11 -0.53 -0.01
O -0.1218 -1.2419 -0.5937 1.37 0.27 -1.64
```
Positions in Å, forces in eV/Å.

Results
orbital gap = 9.46 eV
net charge = 0
strongest force on any atom = 0.1245 hartree/bohr
electronic energy = -394.7361 Ha
highest occupied orbital energy = -9.52 eV

Results of the Löwdin charge analysis, in e, for atoms 1 through 4:
1. C -0.190
2. C -0.096
3. C -0.155
4. C -0.110

=====

Entry 9:
DFT (the ωB97M-V functional and the def2-TZVPD basis) results for a cluster of 2 separate species, C4H5N3O in total at a distorted geometry.

The geometry in XYZ format:
```
13
Properties=species:S:1:pos:R:3:forces:R:3
C -0.9393 -0.7670 -0.4979 2.48 -2.76 -0.37
C -2.1830 -0.6735 0.0386 -1.70 0.12 0.50
C -0.2402 0.3772 -0.1916 -3.01 1.58 -0.40
C 2.2794 -0.3487 0.0133 0.85 4.31 0.40
N -2.4068 0.5008 0.5978 -0.39 -0.95 -1.17
N 3.3585 0.1754 0.2957 -1.80 -0.67 -1.44
N -1.2568 1.1454 0.3463 0.23 -1.78 0.87
O 0.8864 0.9378 -0.5046 3.60 -2.40 0.58
H -0.5907 -1.7692 -0.7563 0.37 0.63 -0.49
H -2.9008 -1.4548 -0.0980 -0.58 -0.08 0.55
H 1.8909 -1.3230 0.1604 -0.89 -0.65 -0.11
H 3.5163 1.1509 -0.0082 -0.27 -0.50 0.50
H -1.4139 2.0486 0.6045 1.12 3.16 0.58
```
Positions in Å, forces in eV/Å.

Results
orbital gap (alpha / beta) = 7.85 / 7.85 eV
net charge = 0
strongest force on any atom = 0.0858 hartree/bohr
electronic energy = -394.7958 Ha
highest occupied orbital energy (alpha / beta) = -8.15 / -8.15 eV

Results of the Löwdin charge analysis, in e, for atoms 1 through 4:
1. C -0.082
2. C -0.215
3. C -0.449
4. C 0.063

=====

Entry 10:
DFT (the ωB97M-V functional and the def2-TZVPD basis) results for the molecule C4H5N3O at a distorted geometry.

The geometry in XYZ format:
```
13
Properties=species:S:1:pos:R:3:forces:R:3
C -2.1794 -0.1361 0.0153 -2.86 2.00 2.89
C 0.1995 -0.0904 -0.0005 -1.44 0.00 -0.42
C 1.9390 -1.1848 0.0252 -0.17 -2.36 -0.80
C 1.3739 0.8172 0.0654 0.48 -1.52 -0.44
H -2.0780 -1.0090 -0.4838 0.57 -2.95 -1.38
H -2.5902 -0.3407 1.1069 1.18 0.37 -2.07
H -3.0517 0.3915 -0.4964 1.69 0.07 0.55
H 2.4876 -2.1130 0.0866 0.21 -0.04 -0.06
H 0.4362 2.4340 -0.1412 1.53 -0.62 0.04
N 0.5185 -1.3380 -0.1973 -0.47 2.20 1.20
N 2.4738 -0.0520 0.0867 0.98 0.92 0.65
N 1.4250 2.0353 -0.1114 -1.49 2.67 0.03
O -0.9541 0.5861 0.0444 -0.19 -0.73 -0.19
```
Positions in Å, forces in eV/Å.

Results
orbital gap = 9.62 eV
net charge = 0
strongest force on any atom = 0.0881 hartree/bohr
electronic energy = -394.8634 Ha
highest occupied orbital energy = -10.17 eV

Results of the Löwdin charge analysis, in e, for atoms 1 through 4:
1. C -0.053
2. C -0.326
3. C -0.186
4. C -0.402